# 1
{
  "formula": "C52H52NO24S",
  "method": "ωB97M-V with the def2-TZVPD basis set",
  "elements": ["C", "C", "C", "C", "C", "C", "C", "C", "C", "C", "C", "C", "C", "C", "C", "N", "S", "C", "H", "H", "H", "H", "H", "H", "H", "H", "H", "H", "H", "H", "H", "H", "H", "H", "H", "H", "H", "H", "H", "H", "H", "H", "H", "H", "H", "H", "C", "C", "C", "O", "C", "C", "C", "O", "O", "O", "H", "H", "H", "H", "C", "C", "C", "O", "C", "C", "C", "O", "O", "O", "H", "H", "H", "H", "C", "C", "C", "O", "C", "C", "C", "O", "O", "O", "H", "H", "H", "H", "C", "C", "C", "O", "C", "C", "C", "O", "O", "O", "H", "H", "H", "H", "C", "C", "C", "O", "C", "C", "C", "O", "O", "O", "H", "H", "H", "H", "C", "C", "C", "O", "C", "C", "C", "O", "O", "O", "H", "H", "H", "H"],
  "coordinates": [[2.87024, -2.59428, 1.52884], [4.25376, -2.50477, 0.83468], [4.16050, -3.12801, -0.59975], [4.72044, -2.19642, -1.68679], [3.79127, -0.94695, -1.89035], [4.48403, 0.38822, -1.54785], [3.49575, 1.56504, -1.32574], [2.56561, 1.21114, -0.13172], [1.05060, 1.41556, -0.42913], [0.35245, 1.64036, 0.92797], [-1.20034, 1.67821, 0.86994], [-1.79218, 0.73157, -0.14684], [-1.94194, 1.01246, -1.50766], [-2.52515, 0.09770, -2.37086], [-2.96710, -1.09035, -1.85554], [-2.81125, -1.36310, -0.55675], [-3.39585, -2.88945, 0.03085], [-2.24634, -0.48522, 0.29720], [2.91891, -2.40936, 2.60831], [2.18645, -1.88319, 1.03833], [2.48450, -3.60943, 1.36118], [4.95934, -3.10455, 1.42674], [4.64353, -1.47923, 0.80757], [4.72064, -4.07268, -0.57275], [3.10727, -3.37450, -0.80286], [5.72475, -1.82808, -1.44457], [4.71405, -2.74637, -2.63867], [2.88175, -1.14582, -1.30449], [3.47788, -0.89078, -2.94445], [5.14367, 0.26006, -0.67513], [5.16229, 0.63338, -2.38176], [4.12860, 2.40319, -1.00089], [2.97035, 1.83977, -2.24746], [2.72952, 0.21682, 0.29717], [2.79235, 1.93283, 0.67128], [0.68828, 0.50886, -0.94200], [0.94511, 2.28867, -1.10270], [0.67756, 2.62575, 1.29037], [0.73790, 0.90611, 1.64614], [-1.57207, 1.35365, 1.85291], [-1.55652, 2.69785, 0.67979], [-1.59535, 1.98728, -1.85541], [-2.65627, 0.31382, -3.42695], [-3.44974, -1.82346, -2.50021], [-2.73370, -3.14306, 1.18631], [-2.18242, -0.77864, 1.34523], [-4.92864, -1.78151, 3.15221], [-6.09410, -2.29200, 3.57427], [-6.68741, -1.89903, 4.89890], [-7.75469, -2.38016, 5.21906], [-5.94472, -0.96240, 5.73120], [-4.77760, -0.45794, 5.30513], [-4.20354, -0.83253, 3.97151], [-3.14302, -0.33235, 3.61589], [-4.06479, 0.39746, 6.03142], [-6.78712, -3.16493, 2.85484], [-4.48165, -2.04423, 2.20546], [-6.37136, -0.69970, 6.68883], [-3.27037, 0.60948, 5.50297], [-7.58521, -3.37247, 3.38174], [-0.02690, 2.35583, 7.78515], [1.27641, 2.59458, 7.99682], [2.27002, 2.59065, 6.86968], [3.43365, 2.83121, 7.11523], [1.78350, 2.29128, 5.52607], [0.48510, 2.05139, 5.32313], [-0.50631, 2.08202, 6.44485], [-1.67956, 1.87114, 6.18189], [-0.01223, 1.77019, 4.11185], [1.76136, 2.84763, 9.20619], [-0.75354, 2.35773, 8.58615], [2.50854, 2.27405, 4.72433], [-0.97145, 1.64309, 4.24655], [2.72136, 2.98565, 9.08852], [-0.14257, 5.06809, -6.46751], [-0.68686, 3.99533, -7.05970], [-1.00942, 2.75037, -6.28712], [-1.51988, 1.81127, -6.86651], [-0.68899, 2.72306, -4.86524], [-0.14369, 3.79258, -4.27724], [0.15470, 5.04714, -5.04306], [0.63391, 5.98921, -4.44299], [0.16590, 3.80751, -2.97765], [-0.97234, 3.97230, -8.35932], [0.09236, 5.97134, -7.01260], [-0.90868, 1.81380, -4.32273], [0.54276, 4.69426, -2.80680], [-1.35500, 3.09239, -8.53702], [-4.09092, 5.66137, 8.52758], [-3.90242, 4.67280, 7.64442], [-3.82533, 4.94020, 6.16967], [-3.63449, 3.99877, 5.42175], [-3.98623, 6.30997, 5.70796], [-4.17804, 7.29935, 6.59083], [-4.22993, 7.03694, 8.06834], [-4.38826, 7.97790, 8.82084], [-4.33270, 8.56601, 6.21428], [-3.76954, 3.39888, 8.02027], [-4.14617, 5.48268, 9.59224], [-3.94530, 6.48650, 4.64237], [-4.45244, 9.07656, 7.03866], [-3.63903, 2.88361, 7.19860], [-0.15513, -5.74733, -5.75035], [0.45716, -5.83294, -4.56166], [-0.06044, -5.10897, -3.35754], [0.52295, -5.23452, -2.29795], [-1.24511, -4.27585, -3.51521], [-1.85589, -4.18559, -4.69923], [-1.35506, -4.93188, -5.89989], [-1.96444, -4.82275, -6.94460], [-2.94283, -3.42858, -4.88264], [1.56167, -6.56315, -4.37179], [0.20672, -6.26551, -6.62693], [-1.59730, -3.74477, -2.64343], [-3.18719, -3.53948, -5.82315], [1.79637, -6.45297, -3.43002], [5.86922, -4.39232, -5.33240], [6.24823, -3.61980, -6.35820], [5.47110, -3.57804, -7.63965], [5.85317, -2.84266, -8.52928], [4.29338, -4.42705, -7.75757], [3.91193, -5.20381, -6.73522], [4.67864, -5.22499, -5.43909], [4.28750, -5.93227, -4.53044], [2.83436, -5.99154, -6.82303], [7.33067, -2.84585, -6.30278], [6.42097, -4.42922, -4.40339], [3.75253, -4.39961, -8.69320], [2.73704, -6.45978, -5.96795], [7.37951, -2.39374, -7.16713]],
  "forces_ev_per_angstrom": [[0.5, 0.1, -0.4], [-0.5, -0.7, 0.0], [0.7, 0.4, 0.6], [-1.1, 0.2, -0.4], [0.5, -0.3, -0.1], [-0.3, 0.0, -0.6], [1.1, -1.1, 1.0], [-0.7, 1.4, -0.2], [0.9, -0.2, 0.5], [-0.1, 0.4, -0.9], [0.2, -0.4, 0.3], [-0.1, 0.2, 0.2], [0.2, 0.6, 0.1], [0.1, 0.6, 0.1], [-0.3, -0.6, -0.8], [0.6, -0.1, 1.1], [-0.9, -1.0, -0.6], [0.0, -0.1, 0.2], [-0.1, 0.1, -0.2], [0.0, -0.2, 0.3], [0.0, 0.3, 0.2], [0.0, 0.3, -0.1], [-0.2, -0.2, 0.0], [-0.2, 0.1, -0.2], [0.3, 0.1, -0.2], [0.0, -0.4, -0.1], [0.5, 0.1, 0.2], [0.1, 0.4, -0.1], [0.0, -0.1, 0.3], [-0.4, 0.1, 0.0], [-0.1, -0.1, 0.2], [-0.4, 0.1, -0.4], [0.0, -0.2, 0.2], [0.1, 0.1, -0.3], [0.1, -0.3, -0.1], [-0.1, 0.3, 0.0], [-0.2, -0.5, 0.3], [0.0, -0.3, 0.1], [-0.4, 0.0, -0.1], [-0.1, 0.4, -0.2], [0.1, -0.2, 0.0], [-0.1, -0.3, -0.1], [0.0, -0.1, 0.2], [0.1, -0.1, 0.4], [0.5, 0.8, -0.4], [-0.1, 0.1, -0.2], [0.3, 0.2, 0.1], [0.1, -0.2, -0.5], [0.0, 0.4, 0.6], [0.0, -0.2, -0.3], [-0.1, -0.2, -0.1], [-0.2, 0.2, 0.5], [-0.1, -0.2, -0.3], [0.0, 0.1, 0.1], [0.1, -0.3, -0.6], [-0.1, 0.2, 0.4], [-0.2, 0.0, 0.0], [0.0, 0.0, 0.0], [0.1, 0.3, 0.3], [0.0, 0.0, 0.0], [-0.2, 0.0, -0.2], [-0.3, 0.0, 0.4], [0.1, -0.1, -0.5], [-0.1, 0.0, 0.3], [0.1, 0.0, 0.1], [0.3, 0.0, -0.4], [0.0, 0.1, 0.6], [-0.1, -0.2, -0.3], [-0.3, 0.0, 0.4], [0.3, 0.0, -0.5], [0.0, 0.0, 0.0], [0.0, 0.0, 0.0], [0.0, 0.0, 0.0], [0.0, 0.0, 0.1], [0.0, 0.0, 0.2], [0.1, 0.5, -0.3], [0.0, -0.2, 0.3], [0.0, 0.1, -0.2], [-0.1, -0.1, -0.1], [-0.1, -0.5, 0.3], [0.0, 0.4, -0.6], [0.0, -0.2, 0.3], [0.0, 0.4, -0.2], [-0.1, -0.4, 0.3], [0.0, 0.0, 0.0], [0.1, 0.0, 0.0], [0.0, 0.0, 0.0], [0.0, 0.0, -0.1], [0.0, 0.2, 0.0], [0.0, -0.2, 0.6], [-0.1, 0.4, -0.3], [0.0, -0.2, 0.0], [0.1, -0.2, 0.0], [0.0, 0.1, -0.5], [0.0, -0.4, 0.4], [0.0, 0.2, -0.3], [0.0, -0.2, 0.5], [0.0, 0.2, -0.5], [0.0, 0.0, 0.0], [0.0, 0.0, 0.0], [0.0, 0.1, 0.0], [0.1, -0.1, 0.1], [-0.1, 0.1, 0.0], [0.1, -0.3, -0.4], [-0.2, 0.3, 0.2], [0.2, -0.1, -0.1], [0.1, 0.0, 0.1], [-0.2, 0.3, 0.4], [0.4, -0.4, -0.3], [-0.2, 0.2, 0.2], [0.2, -0.2, -0.3], [-0.7, 0.3, 0.3], [0.0, 0.0, 0.0], [0.0, 0.0, 0.1], [-0.1, 0.0, 0.0], [0.3, -0.1, -0.1], [-0.2, -0.1, 0.1], [0.3, 0.0, 0.5], [-0.4, -0.2, -0.3], [0.2, 0.1, 0.2], [0.1, 0.1, 0.0], [-0.3, -0.1, -0.4], [0.4, 0.1, 0.2], [-0.2, -0.1, -0.1], [0.4, 0.0, 0.4], [-0.3, 0.0, -0.4], [0.0, 0.0, 0.0], [0.0, 0.0, 0.0], [0.1, 0.1, 0.0], [0.1, 0.0, 0.0]],
  "mulliken_charge": [-1.09, -0.30, -0.67, -0.73, 0.02, -0.93, -1.01, -0.36, 0.23, -0.73, -0.75, -0.34, -0.13, -0.94, -0.47, 0.26, -0.18, 0.10, 0.35, 0.10, 0.40, 0.39, 0.21, 0.38, 0.29, 0.49, 0.10, -0.08, 0.38, 0.32, 0.41, 0.33, 0.34, -0.05, 0.58, 0.23, -0.09, 0.50, 0.31, -0.13, 0.65, 0.63, 0.59, 0.63, 0.27, 0.43, -1.12, 0.38, 0.88, -0.59, -0.80, 0.06, 1.40, -0.52, -0.50, -0.58, 0.39, 0.48, 0.19, 0.37, -1.26, 0.36, 0.88, -0.58, -0.76, 0.06, 0.79, -0.16, -0.32, -0.57, 0.53, 0.53, 0.19, 0.36, -0.95, 0.35, 0.83, -0.63, -0.69, 0.01, 0.97, -0.62, -0.40, -0.54, 0.44, 0.50, 0.33, 0.36, -0.83, 0.48, 0.97, -0.49, -1.21, 0.38, 0.99, -0.60, -0.57, -0.60, 0.45, 0.43, 0.36, 0.22, -0.94, 0.39, 1.05, -0.67, -0.94, 0.37, 0.80, -0.60, -0.55, -0.58, 0.47, 0.53, 0.36, 0.32, -1.05, 0.39, 0.92, -0.61, -0.88, 0.31, 1.09, -0.61, -0.55, -0.58, 0.44, 0.45, 0.31, 0.36],
  "e_lumo_ev": -3.980,
  "homo_energy_ev": -11.07,
  "charge": 1,
  "multiplicity": 1,
  "gap_ha": 0.2607
}

---

# 2
{
  "formula": "C21H42O32S8",
  "method": "ωB97M-V with the def2-TZVPD basis set",
  "elements": ["C", "C", "C", "C", "C", "C", "C", "O", "S", "O", "O", "O", "H", "H", "H", "H", "H", "H", "H", "H", "H", "H", "H", "H", "H", "H", "C", "C", "O", "S", "O", "O", "O", "H", "H", "H", "H", "C", "C", "O", "S", "O", "O", "O", "H", "H", "H", "H", "C", "C", "O", "S", "O", "O", "O", "H", "H", "H", "H", "C", "C", "O", "S", "O", "O", "O", "H", "H", "H", "H", "C", "C", "O", "S", "O", "O", "O", "H", "H", "H", "H", "C", "C", "O", "S", "O", "O", "O", "H", "H", "H", "H", "C", "C", "O", "S", "O", "O", "O", "H", "H", "H", "H"],
  "coordinates": [[-0.43726, -0.92948, -0.55877], [-0.91904, -2.31674, 0.12193], [-0.58533, -3.65375, -0.74112], [-1.46074, -3.72291, -2.14207], [0.99380, -3.94375, -0.95632], [1.46286, -5.33480, -0.18903], [1.59109, -4.19106, -2.44232], [2.23482, -2.93584, -2.87852], [3.20849, -2.59788, -1.50028], [3.48177, -1.08999, -1.48984], [4.42559, -3.54859, -1.56591], [1.97918, -2.98820, -0.37450], [-0.85586, -0.06904, 0.12427], [0.70489, -0.77058, -0.60054], [-0.91311, -0.72365, -1.61073], [-0.57138, -2.42875, 1.23321], [-2.08859, -2.26287, 0.18198], [-0.99615, -4.55085, -0.10308], [-1.13815, -2.93015, -2.91443], [-2.58864, -3.62041, -1.84897], [-1.31738, -4.82600, -2.51715], [1.71072, -6.18788, -0.93422], [0.69725, -5.68672, 0.60006], [2.46269, -5.11380, 0.38298], [2.48553, -4.94419, -2.55668], [0.90186, -4.53311, -3.30274], [-6.35951, -0.51125, -2.65202], [-6.59502, -1.91542, -2.11123], [-5.30903, -2.53454, -2.11396], [-4.17560, -1.40111, -1.83518], [-3.84383, -1.43251, -0.43839], [-3.19070, -1.47961, -2.87514], [-5.10879, -0.09750, -2.10427], [-6.26792, -0.51879, -3.74236], [-7.15129, 0.18135, -2.35947], [-7.29819, -2.48423, -2.72160], [-6.95320, -1.88498, -1.07744], [1.17194, 4.56583, 1.17140], [1.15046, 3.05647, 1.37460], [-0.22821, 2.69417, 1.32558], [-1.00383, 3.69843, 0.30801], [-1.11057, 3.04876, -0.97009], [-2.13395, 4.25756, 0.99689], [0.15611, 4.83424, 0.20413], [0.91019, 5.09204, 2.09490], [2.14046, 4.91990, 0.81474], [1.59321, 2.75815, 2.32518], [1.66418, 2.54135, 0.55692], [-6.24422, 4.66510, -3.01964], [-6.26069, 3.15637, -2.81323], [-7.63901, 2.78908, -2.86560], [-8.41466, 3.78839, -3.88839], [-8.51507, 3.13572, -5.16460], [-9.54746, 4.34612, -3.20576], [-7.25816, 4.92637, -3.99039], [-6.51060, 5.19224, -2.09860], [-5.27555, 5.02223, -3.37455], [-5.81936, 2.86177, -1.85968], [-5.74269, 2.64104, -3.62811], [-3.20166, 8.97401, 0.09505], [-3.63123, 8.31749, 1.40076], [-2.76634, 7.19374, 1.55435], [-1.31873, 7.54594, 0.90171], [-0.44054, 7.97057, 1.95804], [-0.97441, 6.50804, -0.02796], [-1.77954, 8.86339, 0.06491], [-3.60364, 8.43531, -0.76838], [-3.50365, 10.02187, 0.04130], [-4.67520, 8.00044, 1.38350], [-3.46880, 8.98745, 2.25099], [5.63003, -8.43237, -1.85863], [6.22854, -8.02007, -3.19800], [5.98964, -6.61691, -3.29727], [6.02683, -5.96550, -1.80556], [7.33473, -5.41095, -1.58988], [4.81389, -5.20978, -1.60609], [5.92117, -7.35813, -0.96567], [4.54254, -8.53345, -1.92685], [6.05811, -9.36486, -1.48519], [5.77353, -8.54826, -4.03749], [7.31126, -8.18003, -3.21164], [3.66533, 3.56580, 5.92915], [4.00107, 4.99233, 5.51422], [4.88378, 4.85761, 4.40143], [4.49153, 3.51370, 3.57392], [3.65697, 3.89493, 2.46702], [5.67250, 2.71356, 3.42145], [3.54688, 2.83409, 4.70936], [4.47726, 3.12353, 6.51417], [2.73579, 3.50987, 6.49901], [4.47644, 5.55834, 6.31682], [3.10738, 5.52482, 5.17393], [4.44126, -4.16734, 3.54981], [4.27453, -2.93408, 4.42846], [3.31015, -2.12644, 3.75610], [2.26175, -3.09381, 2.97279], [1.09402, -3.25227, 3.79652], [2.19851, -2.67808, 1.59794], [3.13360, -4.46407, 3.06022], [5.08647, -3.95612, 2.69170], [4.84256, -5.01783, 4.10448], [5.20979, -2.38773, 4.56060], [3.86747, -3.20050, 5.40904]],
  "forces_ev_per_angstrom": [[-0.6, 0.9, 0.7], [-0.7, 0.0, -0.3], [-0.7, 0.3, 0.2], [0.4, -1.0, 1.2], [1.9, -3.2, -0.1], [0.3, -0.1, 0.6], [0.7, -0.4, -2.0], [0.6, -0.3, 2.7], [1.7, 3.3, -1.8], [-1.5, -5.1, 0.3], [-7.0, 10.6, 1.2], [0.7, 0.2, -5.2], [0.8, -1.5, -1.3], [-1.9, -0.5, 0.0], [1.0, -0.7, 1.9], [-0.2, 0.3, -2.2], [2.5, -0.3, -0.1], [0.9, 1.7, -1.2], [-0.6, -1.4, 1.3], [2.3, -0.2, -0.6], [-0.3, 2.2, 0.3], [-0.7, 1.4, 1.2], [1.1, 0.5, -1.4], [-1.9, -0.4, -1.2], [-1.8, 1.0, 1.2], [0.6, 1.0, 1.7], [-0.5, -0.2, -0.5], [-0.5, 0.3, 0.4], [0.7, 0.6, -0.3], [0.0, 0.2, -0.1], [-0.4, 0.2, -1.4], [-1.0, 0.2, 1.1], [0.4, -0.7, 0.5], [-0.1, 0.0, 0.1], [0.3, 0.0, 0.1], [0.3, -0.1, 0.0], [0.0, 0.0, -0.1], [0.2, -0.2, 0.5], [0.7, 0.0, -0.3], [-0.9, 0.8, -0.2], [0.8, 0.0, 0.0], [-0.4, 0.7, 1.0], [0.6, -0.8, -0.7], [1.0, -3.8, 0.2], [0.1, 0.0, 0.0], [-0.3, 0.0, -0.1], [-0.4, 0.0, -0.1], [0.1, 0.1, 0.1], [0.3, 0.0, 0.6], [0.7, 0.1, -0.3], [-0.6, 0.7, -0.2], [-0.1, 0.1, -0.2], [-0.2, 0.7, 1.1], [0.9, -0.7, -0.7], [-0.5, -0.9, -0.2], [0.1, -0.1, 0.0], [-0.2, 0.0, -0.2], [-0.3, 0.0, -0.1], [0.1, 0.1, 0.1], [-0.5, -0.2, -0.2], [0.0, 0.6, 0.2], [0.6, 0.1, -0.7], [-0.3, -0.3, -0.4], [-0.5, -0.5, -1.0], [-1.8, 4.0, 0.9], [0.2, -0.3, 0.8], [0.0, 0.0, 0.1], [0.3, -0.1, 0.0], [0.2, -0.2, 0.0], [-0.1, 0.0, -0.1], [-0.4, -0.2, -0.3], [0.5, -0.4, 0.2], [-0.3, 0.2, 0.6], [-0.3, -0.2, 0.0], [-1.3, -0.3, 0.0], [4.0, -8.9, -0.6], [0.6, 0.2, -0.4], [0.1, 0.0, 0.0], [0.0, 0.2, 0.1], [-0.1, 0.3, 0.0], [-0.1, -0.1, 0.0], [0.3, 0.2, 0.6], [-0.7, 0.1, 0.2], [0.1, -1.0, -0.3], [0.3, 0.0, 0.1], [1.0, -0.5, 0.9], [-1.2, 0.9, -0.1], [0.2, 0.6, -0.8], [-0.1, 0.1, 0.0], [0.0, -0.1, -0.3], [0.2, -0.1, -0.3], [0.0, 0.0, 0.1], [0.6, 0.3, -0.1], [0.0, -0.4, 0.5], [-0.2, -0.5, -0.6], [-0.1, 0.3, 0.1], [0.8, 0.0, -0.9], [0.1, 0.1, 4.3], [-0.6, 0.6, 0.3], [0.0, 0.0, 0.1], [-0.3, 0.0, -0.1], [-0.2, 0.1, -0.2], [0.1, 0.0, 0.0]],
  "mulliken_charge": [-0.65, -0.33, -0.12, -1.13, 1.09, -1.07, -0.45, -0.50, 0.90, -0.62, -0.43, 0.30, 0.18, 0.19, 0.12, 0.29, 0.35, 0.26, 0.26, 0.06, 0.43, 0.24, 0.41, 0.08, 0.08, 0.32, -0.27, -0.48, -0.33, 1.08, -0.64, -0.53, -0.15, 0.29, 0.29, 0.33, 0.32, -0.39, -0.23, -0.31, 1.24, -0.59, -0.57, -0.28, 0.27, 0.42, 0.18, 0.27, -0.30, -0.33, -0.27, 1.08, -0.55, -0.53, -0.31, 0.28, 0.31, 0.38, 0.24, -0.36, -0.35, -0.28, 1.19, -0.62, -0.41, -0.32, 0.25, 0.31, 0.32, 0.29, -0.32, -0.37, -0.35, 0.89, -0.63, -0.03, -0.34, 0.24, 0.32, 0.33, 0.30, -0.32, -0.36, -0.30, 1.02, -0.41, -0.56, -0.29, 0.29, 0.32, 0.32, 0.28, -0.34, -0.42, -0.26, 1.11, -0.67, -0.51, -0.35, 0.24, 0.32, 0.35, 0.31],
  "e_lumo_ev": 0.318,
  "homo_energy_ev": -8.86,
  "charge": 0,
  "multiplicity": 1,
  "gap_ha": 0.3374
}